This record from the OMol25 dataset describes a 3-piece molecular cluster, C35H18BrN3O4S2 overall in a non-equilibrium geometry. The level of theory is wB97M-V/def2-TZVPD.

Each line ends with the Mulliken charge.
CARTESIAN COORDINATES (ANGSTROEM)
O: 4.60 0.00 7.23  -0.66
C: 4.58 -1.21 7.13  0.54
C: 4.83 -1.87 5.83  0.19
C: 5.13 -1.09 4.71  -0.54
C: 5.41 -1.69 3.50  -0.66
C: 5.40 -3.08 3.39  -0.62
C: 5.09 -3.86 4.49  -0.52
C: 4.80 -3.26 5.71  0.24
C: 4.45 -4.10 6.88  0.56
O: 4.37 -5.31 6.77  -0.66
C: 4.21 -3.44 8.19  0.20
C: 3.92 -4.22 9.31  -0.56
C: 3.72 -3.62 10.54  -0.46
C: 3.83 -2.24 10.67  -0.46
C: 4.10 -1.46 9.56  -0.56
C: 4.29 -2.06 8.32  0.21
H: 5.15 0.00 4.79  0.48
H: 5.65 -1.08 2.63  0.56
H: 5.63 -3.55 2.44  0.51
H: 5.08 -4.94 4.40  0.48
H: 3.84 -5.30 9.21  0.46
H: 3.50 -4.23 11.41  0.40
H: 3.68 -1.77 11.64  0.40
H: 4.18 -0.38 9.67  0.46
O: -5.76 4.63 -4.84  -0.67
C: -5.20 3.83 -5.57  0.53
C: -4.61 2.59 -5.01  0.29
C: -4.72 2.33 -3.64  -0.80
C: -4.21 1.15 -3.11  -0.38
C: -3.58 0.23 -3.95  -0.44
C: -3.44 0.50 -5.30  -0.66
C: -3.95 1.68 -5.83  0.28
C: -3.78 1.96 -7.28  0.59
O: -3.17 1.19 -7.99  -0.67
C: -4.39 3.19 -7.85  0.17
C: -4.27 3.45 -9.21  -0.57
C: -4.87 4.58 -9.75  -0.46
C: -5.58 5.46 -8.94  -0.47
C: -5.68 5.21 -7.58  -0.54
C: -5.09 4.08 -7.03  0.22
H: -5.22 3.04 -2.99  0.48
H: -4.31 0.95 -2.05  0.47
H: -3.20 -0.70 -3.54  0.46
H: -2.95 -0.22 -5.94  0.48
H: -3.72 2.77 -9.85  0.46
H: -4.78 4.78 -10.82  0.40
H: -6.05 6.34 -9.37  0.40
H: -6.24 5.90 -6.95  0.46
S: 3.30 -2.12 0.77  -0.14
C: 2.53 -2.31 -0.65  0.36
N: 1.71 -2.30 -1.57  -0.59
C: 0.67 -1.30 -1.35  0.36
C: -0.68 -1.77 -0.83  -0.46
C: -1.70 -0.79 -0.56  -0.15
Br: -3.42 -1.48 0.18  -0.13
C: -1.44 0.71 -0.84  0.82
N: -2.28 1.83 -0.70  -0.58
S: -1.42 3.19 -1.20  0.24
N: 0.04 2.50 -1.60  -0.65
C: -0.07 1.13 -1.38  0.75
C: 0.97 0.09 -1.63  -0.59
H: -0.85 -2.86 -0.66  0.40
H: 1.99 0.33 -2.04  0.37

Computed properties:
HOMO: -9.22 eV
Kohn-Sham gap: 7.757 eV
energy: -140958.715 eV
LUMO level: -1.5 eV

---

This record from the OMol25 dataset describes C35H20BF4IN13ORbS4 as an isolated structure. The level of theory is wB97M-V/def2-TZVPD.

Each line ends with the Mulliken charge.
CARTESIAN COORDINATES (ANGSTROEM)
Rb: 0.34 0.57 -0.29  0.62
C: -5.21 -0.96 3.08  -0.55
C: -4.87 -0.35 1.88  -0.56
C: -3.68 -0.68 1.25  0.25
C: -2.85 -1.64 1.80  0.15
C: -3.18 -2.26 3.00  -0.48
C: -4.36 -1.91 3.64  -0.54
N: -1.62 -1.89 1.10  0.78
N: -1.05 -2.92 1.45  -0.77
C: 0.20 -3.16 0.79  0.03
C: 0.98 -4.17 1.33  -0.21
C: 2.21 -4.43 0.74  -0.42
C: 2.59 -3.69 -0.37  -0.49
C: 1.72 -2.71 -0.84  -0.25
N: 0.55 -2.45 -0.28  -0.15
H: -6.12 -0.68 3.59  0.37
H: -5.51 0.41 1.45  0.41
H: -3.38 -0.19 0.33  0.16
H: -2.50 -2.98 3.43  0.44
H: -4.62 -2.37 4.58  0.36
H: 0.63 -4.69 2.21  0.43
H: 2.87 -5.18 1.16  0.40
H: 3.55 -3.84 -0.84  0.42
H: 1.99 -2.10 -1.70  0.35
O: 4.75 -4.27 4.19  -0.64
C: 4.17 -3.36 3.64  0.59
S: 4.83 -2.45 2.29  -0.17
C: 3.50 -1.31 2.05  -0.09
C: 2.43 -1.43 2.98  0.00
S: 1.04 -0.52 3.03  -0.22
S: 2.63 -2.71 4.18  -0.18
S: 3.63 -0.23 0.79  -0.22
B: -2.23 4.12 -1.90  -0.47
N: -2.31 2.65 -2.36  0.22
C: -2.29 2.20 -3.63  -0.23
C: -2.43 0.83 -3.62  -1.31
C: -2.53 0.51 -2.26  -0.36
N: -2.46 1.61 -1.51  -0.32
N: -1.12 4.26 -0.80  0.89
C: -1.08 5.20 0.16  -0.76
C: 0.06 5.01 0.91  -1.30
C: 0.67 3.90 0.32  -0.37
N: -0.05 3.46 -0.72  0.34
H: -1.97 4.79 -2.88  -0.19
H: -3.28 4.46 -1.38  -0.25
H: -2.17 2.89 -4.45  0.69
H: -2.43 0.16 -4.47  0.37
H: -2.63 -0.46 -1.79  0.35
H: -1.87 5.93 0.24  0.47
H: 0.40 5.59 1.76  0.50
H: 1.58 3.39 0.59  0.46
I: -3.37 3.52 5.13  0.03
C: -2.67 2.70 3.38  -1.17
C: -3.07 3.01 2.10  -0.37
N: -2.34 2.24 1.28  0.94
N: -1.50 1.44 1.94  -0.01
C: -1.68 1.71 3.23  -0.12
H: -3.78 3.72 1.72  0.57
H: -2.41 2.14 0.26  0.07
H: -1.11 1.20 3.99  0.45
F: -0.36 4.36 -5.65  -0.43
C: 0.51 4.55 -4.64  0.01
C: 0.74 5.82 -4.23  0.23
F: 0.09 6.81 -4.87  -0.38
C: 1.62 6.15 -3.16  0.57
C: 2.21 5.01 -2.56  0.47
C: 1.96 3.74 -2.96  0.39
F: 2.59 2.74 -2.31  -0.53
C: 1.10 3.41 -4.04  1.08
C: 0.86 2.09 -4.47  0.28
C: 1.20 0.95 -3.70  -0.07
N: 1.40 -0.03 -3.12  -0.57
C: 0.20 1.77 -5.68  -0.11
N: -0.30 1.46 -6.67  -0.72
F: 3.07 5.19 -1.55  -0.44
C: 1.88 7.47 -2.76  0.64
C: 2.77 7.81 -1.70  0.06
N: 3.50 8.18 -0.89  -0.69
C: 1.31 8.61 -3.38  -0.03
N: 0.89 9.59 -3.83  -0.67

Computed properties:
HOMO (spin up / spin down): -3.01 / -2.87 eV
Kohn-Sham gap (spin up / spin down): 5.895 / 4.912 eV
energy: -121684.210 eV
LUMO level (spin up / spin down): 2.9 / 2.0 eV
total charge: -2

---

This record from the OMol25 dataset describes C35H21BrF5I2N3O2Ta as an isolated structure in a non-equilibrium geometry. The level of theory is wB97M-V/def2-TZVPD.

Each line ends with the Mulliken charge.
CARTESIAN COORDINATES (ANGSTROEM)
Ta: 1.44 -0.84 1.07  0.84
C: 1.93 -5.02 2.87  -0.79
C: 1.47 -4.83 4.17  -0.85
C: 0.94 -3.61 4.55  -0.78
C: 0.85 -2.55 3.63  0.61
C: 1.33 -2.76 2.33  0.67
C: 1.86 -3.97 1.95  -0.54
C: 0.29 -1.25 4.01  0.23
C: -0.49 -1.07 5.18  -0.47
C: -1.05 0.15 5.45  -1.22
C: -0.81 1.24 4.60  0.93
C: -1.32 2.54 4.83  -0.81
C: -1.01 3.57 3.99  -0.84
C: -0.12 3.36 2.91  -0.95
C: 0.39 2.11 2.66  -0.28
C: 0.03 1.02 3.47  0.52
N: 0.50 -0.22 3.19  0.09
H: 2.36 -5.97 2.57  0.45
H: 1.52 -5.63 4.88  0.45
H: 0.61 -3.47 5.57  0.44
H: 2.23 -4.14 0.95  0.53
H: -0.67 -1.90 5.84  0.41
H: -1.68 0.27 6.33  0.51
H: -1.95 2.70 5.69  0.49
H: -1.41 4.55 4.16  0.45
H: 0.17 4.19 2.30  0.50
H: 1.12 1.96 1.87  0.43
C: -2.27 -1.94 2.00  -1.05
O: -1.58 -0.88 1.30  0.35
C: -2.07 -0.67 0.06  -0.56
C: -2.94 -1.41 -0.64  -0.79
C: -3.09 -0.88 -2.01  -0.58
Br: -4.83 -1.09 -2.83  0.07
C: -1.53 0.23 -3.13  -1.08
C: -0.22 0.76 -2.70  -1.32
C: -0.11 0.60 -1.20  1.37
O: 0.66 1.56 -0.52  -0.70
C: 0.55 1.38 -3.65  0.13
N: 0.17 1.24 -4.95  -0.24
C: 0.99 1.96 -5.68  0.72
C: 1.03 2.13 -7.09  -0.77
C: 1.93 3.03 -7.58  -0.59
C: 2.79 3.76 -6.71  -0.28
C: 2.81 3.60 -5.34  -1.04
C: 1.93 2.67 -4.80  0.81
N: 1.64 2.24 -3.55  0.16
H: -2.09 -2.90 1.51  0.43
H: -3.34 -1.73 2.03  0.46
H: -1.87 -1.96 3.01  0.10
H: -3.41 -2.33 -0.34  0.68
H: -1.83 0.59 -4.11  1.23
H: 0.15 2.38 -0.43  0.62
H: 0.37 1.56 -7.72  0.51
H: 2.01 3.20 -8.65  0.44
H: 3.46 4.48 -7.16  0.44
H: 3.48 4.18 -4.72  0.44
H: 2.10 2.53 -2.70  0.17
I: 4.10 0.73 2.98  0.18
I: 6.30 0.44 4.49  0.11
F: -1.78 1.70 0.08  -0.48
C: -1.62 0.58 -0.69  2.02
C: 0.51 -0.71 -0.85  -1.16
C: 0.07 -1.89 -1.44  0.69
F: 0.74 -2.95 -0.84  -0.23
C: -0.85 -2.19 -2.41  -0.30
F: -0.96 -3.46 -2.80  -0.28
C: -1.86 -1.29 -3.00  1.61
F: -2.30 -1.80 -4.16  -0.41
C: -2.49 0.54 -1.98  0.57
F: -3.30 1.61 -2.09  -0.46

Computed properties:
HOMO (spin up / spin down): -16.01 / -16.00 eV
Kohn-Sham gap (spin up / spin down): 5.400 / 5.370 eV
energy: -146551.233 eV
LUMO level (spin up / spin down): -10.6 / -10.6 eV
total charge: +3

---

Repeat the first record exactly.
This record from the OMol25 dataset describes a 3-piece molecular cluster, C35H18BrN3O4S2 overall in a non-equilibrium geometry. The level of theory is wB97M-V/def2-TZVPD.

Each line ends with the Mulliken charge.
CARTESIAN COORDINATES (ANGSTROEM)
O: 4.60 0.00 7.23  -0.66
C: 4.58 -1.21 7.13  0.54
C: 4.83 -1.87 5.83  0.19
C: 5.13 -1.09 4.71  -0.54
C: 5.41 -1.69 3.50  -0.66
C: 5.40 -3.08 3.39  -0.62
C: 5.09 -3.86 4.49  -0.52
C: 4.80 -3.26 5.71  0.24
C: 4.45 -4.10 6.88  0.56
O: 4.37 -5.31 6.77  -0.66
C: 4.21 -3.44 8.19  0.20
C: 3.92 -4.22 9.31  -0.56
C: 3.72 -3.62 10.54  -0.46
C: 3.83 -2.24 10.67  -0.46
C: 4.10 -1.46 9.56  -0.56
C: 4.29 -2.06 8.32  0.21
H: 5.15 0.00 4.79  0.48
H: 5.65 -1.08 2.63  0.56
H: 5.63 -3.55 2.44  0.51
H: 5.08 -4.94 4.40  0.48
H: 3.84 -5.30 9.21  0.46
H: 3.50 -4.23 11.41  0.40
H: 3.68 -1.77 11.64  0.40
H: 4.18 -0.38 9.67  0.46
O: -5.76 4.63 -4.84  -0.67
C: -5.20 3.83 -5.57  0.53
C: -4.61 2.59 -5.01  0.29
C: -4.72 2.33 -3.64  -0.80
C: -4.21 1.15 -3.11  -0.38
C: -3.58 0.23 -3.95  -0.44
C: -3.44 0.50 -5.30  -0.66
C: -3.95 1.68 -5.83  0.28
C: -3.78 1.96 -7.28  0.59
O: -3.17 1.19 -7.99  -0.67
C: -4.39 3.19 -7.85  0.17
C: -4.27 3.45 -9.21  -0.57
C: -4.87 4.58 -9.75  -0.46
C: -5.58 5.46 -8.94  -0.47
C: -5.68 5.21 -7.58  -0.54
C: -5.09 4.08 -7.03  0.22
H: -5.22 3.04 -2.99  0.48
H: -4.31 0.95 -2.05  0.47
H: -3.20 -0.70 -3.54  0.46
H: -2.95 -0.22 -5.94  0.48
H: -3.72 2.77 -9.85  0.46
H: -4.78 4.78 -10.82  0.40
H: -6.05 6.34 -9.37  0.40
H: -6.24 5.90 -6.95  0.46
S: 3.30 -2.12 0.77  -0.14
C: 2.53 -2.31 -0.65  0.36
N: 1.71 -2.30 -1.57  -0.59
C: 0.67 -1.30 -1.35  0.36
C: -0.68 -1.77 -0.83  -0.46
C: -1.70 -0.79 -0.56  -0.15
Br: -3.42 -1.48 0.18  -0.13
C: -1.44 0.71 -0.84  0.82
N: -2.28 1.83 -0.70  -0.58
S: -1.42 3.19 -1.20  0.24
N: 0.04 2.50 -1.60  -0.65
C: -0.07 1.13 -1.38  0.75
C: 0.97 0.09 -1.63  -0.59
H: -0.85 -2.86 -0.66  0.40
H: 1.99 0.33 -2.04  0.37

Computed properties:
HOMO: -9.22 eV
Kohn-Sham gap: 7.757 eV
energy: -140958.715 eV
LUMO level: -1.5 eV

---

Q: Which of these has the lowest energy?
A: C35H21BrF5I2N3O2Ta